i) DFT (the ωB97M-V functional and the def2-TZVPD basis) results for an isolated molecule of CH4N3P.

Calculated values
* SMILES string: C1N=NNP1

CARTESIAN COORDINATES (ANGSTROEM)
C: -0.17655 0.12092 -1.07879
N: -1.14134 0.75847 -0.21769
N: -0.95602 0.65436 0.98050
N: 0.17914 0.08740 1.40642
P: 1.21787 -0.34927 0.12075
H: -0.82705 -0.70352 -1.50232
H: 0.12125 0.75261 -2.07527
H: 0.59989 0.52007 2.27383
H: 0.98281 -1.84103 0.09258



ii) DFT (the ωB97M-V functional and the def2-TZVPD basis) results for an isolated molecule of CH4N3P.

CARTESIAN COORDINATES (ANGSTROEM)
C: -0.56960 0.96697 -0.22451
N: 0.92810 0.89014 -0.15301
N: 1.50725 -0.15890 -0.07679
N: 1.04309 -1.30751 0.05859
P: -1.46026 -0.62724 -0.18998
H: -0.84435 1.60799 0.61514
H: -0.78432 1.50780 -1.15497
H: 1.64698 -2.10510 -0.07701
H: -1.46690 -0.77415 1.20253



Which is the most stable structure? i) is the most stable.



i) DFT (the ωB97M-V functional and the def2-TZVPD basis) results for a 2-piece molecular cluster, FH3N2 overall.

CARTESIAN COORDINATES (ANGSTROEM)
N: 1.11075 0.33002 -0.12919
N: -1.85119 -0.74805 -0.00805
F: -2.50584 0.38209 0.02450
H: 0.13298 0.04485 -0.04562
H: 1.51543 0.39237 0.79556
H: 1.59787 -0.40126 -0.63720



ii) DFT (the ωB97M-V functional and the def2-TZVPD basis) results for FH3N2 as an isolated structure.

CARTESIAN COORDINATES (ANGSTROEM)
N: 0.12698 -0.14688 0.75812
N: 0.42693 0.47309 -0.31092
F: -0.97373 0.67933 -1.26971
H: -0.34008 0.43860 1.40886
H: -0.18712 -1.05461 0.54844
H: 0.94703 -0.38952 -1.13479



Which is the most stable structure? ii) is the most stable.



i) DFT (the ωB97M-V functional and the def2-TZVPD basis) results for a 2-piece molecular cluster, CH4NOS overall.

Calculated values
* total charge: -1

CARTESIAN COORDINATES (ANGSTROEM)
S: -1.86247 -2.35319 0.03870
H: -2.34200 -2.12587 -1.17289
C: 0.85760 1.29392 -0.15332
N: 0.51461 0.17322 0.51389
O: 1.71916 2.06205 0.25524
H: 0.26985 1.44404 -1.07028
H: 1.01587 0.01345 1.37966
H: -0.17262 -0.50762 0.20901



ii) DFT (the ωB97M-V functional and the def2-TZVPD basis) results for a 2-piece molecular cluster, CH4NOS overall.

Calculated values
* total charge: -1

CARTESIAN COORDINATES (ANGSTROEM)
C: 0.39831 -0.72060 0.48493
N: 0.00798 -0.21725 -0.80102
O: -0.50472 1.99233 0.10244
S: -1.26015 -0.88007 -1.49080
H: 1.38857 -1.18894 0.38214
H: 0.49573 0.12965 1.15920
H: -0.29737 -1.45607 0.91075
H: -0.22835 2.34095 -0.74763



Which is the most stable structure? i) is the most stable.



i) DFT (the ωB97M-V functional and the def2-TZVPD basis) results for BrClIO3P as an isolated structure.

CARTESIAN COORDINATES (ANGSTROEM)
O: -0.01224 1.91882 0.55522
O: -1.67921 -0.20851 -0.07214
O: 0.62536 -0.72854 0.36321
P: -0.22386 0.59622 0.13370
Cl: -1.79919 -1.49143 1.08477
Br: 0.42578 0.94153 -1.86121
I: 2.66335 -1.02808 -0.20354



ii) DFT (the ωB97M-V functional and the def2-TZVPD basis) results for BrClIO3P as an isolated structure.

CARTESIAN COORDINATES (ANGSTROEM)
O: -0.22829 -0.19122 1.67201
O: -0.12839 -1.53420 -0.56991
O: -0.43477 1.36109 -0.95948
P: 0.31634 -0.32154 0.34622
Cl: -1.82292 -1.72455 -0.54644
Br: -0.36445 2.78072 0.04901
I: 2.66247 -0.37030 0.00859



Which is the most stable structure? i) is the most stable.



i) DFT (the ωB97M-V functional and the def2-TZVPD basis) results for an isolated molecule of CH5NO.

Calculated values
* SMILES string: NCO

CARTESIAN COORDINATES (ANGSTROEM)
O: 0.93261 -1.02444 0.34251
H: 1.09941 -1.59816 -0.51363
C: 0.44431 0.17322 0.03200
N: -0.99828 0.32024 -0.08492
H: 0.90917 0.90263 -0.66744
H: 0.66074 0.52814 1.09623
H: -1.55649 -0.53385 0.15815
H: -1.49148 1.23222 -0.36290



ii) DFT (the ωB97M-V functional and the def2-TZVPD basis) results for a 2-piece molecular cluster, CH5NO overall.

Calculated values
* SMILES string: C=O.N

CARTESIAN COORDINATES (ANGSTROEM)
C: 1.81082 0.59242 -0.81125
N: -1.57192 -0.31286 1.14404
O: 0.88943 0.96211 -0.13840
H: -2.46556 -0.62700 1.27347
H: 1.50869 -0.08318 -1.72654
H: 2.71701 1.05597 -0.89893
H: -1.43651 -0.18817 0.14641
H: -1.45197 -1.39930 1.01120



Which is the most stable structure? i) is the most stable.



i) DFT (the ωB97M-V functional and the def2-TZVPD basis) results for a 2-piece molecular cluster, C3H8NO2 overall.

Calculated values
* total charge: +1
* expectation value of S²: 2.007
* spin multiplicity: 3

CARTESIAN COORDINATES (ANGSTROEM)
C: -1.70260 -0.98340 -0.09863
C: -1.02020 0.25300 0.04297
C: 0.36228 2.14116 0.45567
N: 1.28580 -1.43730 -0.54038
O: -1.11458 -0.41307 1.09459
O: -0.50862 1.28857 -0.31125
H: -2.81287 -1.03838 -0.06243
H: -1.09637 -1.87838 -0.45101
H: 1.42105 1.88597 0.18834
H: 0.11848 2.09421 1.46800
H: 0.25280 3.19370 0.23626
H: 1.65134 -2.11177 0.16326
H: 2.20936 -1.17620 -0.82247
H: 0.95413 -1.81808 -1.36293



ii) DFT (the ωB97M-V functional and the def2-TZVPD basis) results for an isolated ion of composition C3H8NO2 and charge +1.

Calculated values
* total charge: +1
* expectation value of S²: 2.008
* spin multiplicity: 3

CARTESIAN COORDINATES (ANGSTROEM)
C: 0.75259 -0.42969 0.79565
C: 0.63614 -0.07835 -0.63127
C: -0.66296 0.29561 -1.17519
N: -1.49143 0.36891 -0.04509
O: 2.05281 -0.76956 1.09917
O: 1.70383 -0.16494 -1.32892
H: 0.39510 0.43034 1.34537
H: 0.08195 -1.22938 0.92419
H: -0.95827 -0.66117 -1.65353
H: -0.47707 1.22855 -1.78079
H: 2.00682 -1.27185 1.87000
H: -1.86644 1.30174 0.16811
H: -2.19126 -0.35121 0.04227
H: 2.26973 -0.75556 -0.69182



Which is the most stable structure? ii) is the most stable.



i) DFT (the ωB97M-V functional and the def2-TZVPD basis) results for an isolated ion of composition C6H13BrN and charge +1.

Calculated values
* total charge: +1
* SMILES string: C=C(Br)[NH+](CC)CC

CARTESIAN COORDINATES (ANGSTROEM)
C: 1.57503 -0.12349 -2.29473
C: 1.72331 0.08408 -0.96934
C: -0.52648 -1.71195 1.18331
C: -1.46844 1.62333 0.95933
C: -0.20608 -1.16008 -0.18226
C: -0.28896 1.35105 -0.01392
N: 0.55212 0.07086 0.05590
Br: 3.29816 0.29639 0.02958
H: 2.30279 -0.13791 -3.00499
H: 0.68556 -0.45776 -2.71238
H: 0.26510 -2.19436 1.75670
H: -1.10468 -0.95910 1.75128
H: -1.06243 -2.75178 1.05147
H: -2.29981 0.97581 0.90916
H: -1.31792 1.81676 2.00096
H: -1.99385 2.58706 0.59661
H: -1.12027 -0.99323 -0.72914
H: 0.34265 -1.97792 -0.71836
H: 0.49766 2.08292 0.32627
H: -0.65750 1.62286 -1.02836
H: 0.80404 -0.04355 1.03291



ii) DFT (the ωB97M-V functional and the def2-TZVPD basis) results for an isolated ion of composition C6H13BrN and charge +1.

Calculated values
* total charge: +1
* SMILES string: C[N+](C)=CC(C)(C)Br

CARTESIAN COORDINATES (ANGSTROEM)
C: -0.17560 0.10748 -0.58401
C: -0.80788 -0.44911 1.80801
C: -2.05123 -1.70352 0.08431
C: 1.05661 1.57119 -1.89164
C: 1.71330 1.02946 0.40177
C: -0.66333 -1.04152 0.44476
N: 0.76990 0.94568 -0.69797
Br: 0.88676 -2.32594 0.19762
H: -0.71699 -0.03340 -1.54830
H: -1.42377 0.46135 1.83743
H: -1.26554 -1.16897 2.36766
H: 0.19667 -0.29193 2.24427
H: -2.25142 -2.43300 0.75639
H: -2.81333 -0.96553 0.15457
H: -1.96304 -2.30255 -0.88469
H: 1.34174 2.67553 -1.76994
H: 0.18380 1.57208 -2.69579
H: 1.88049 1.11753 -2.48260
H: 1.46953 1.89769 1.13770
H: 2.76425 1.20230 0.06277
H: 1.86908 0.13519 1.05769



Which is the most stable structure? ii) is the most stable.



i) DFT (the ωB97M-V functional and the def2-TZVPD basis) results for a 2-piece molecular cluster, C8H12N4 overall.

Calculated values
* SMILES string: Cc1c[nH]cn1.Cc1c[nH]cn1

CARTESIAN COORDINATES (ANGSTROEM)
N: -1.92879 0.20250 0.72722
C: -2.99420 0.01283 1.48900
C: -3.39122 1.89170 0.40226
C: -2.16313 1.37451 0.04148
N: -3.90530 1.01190 1.32400
C: -1.17066 1.92328 -0.92972
H: -3.15605 -0.82173 2.17120
H: -3.92860 2.78705 0.08975
H: -4.80729 1.09152 1.80005
H: -1.54317 2.86313 -1.37076
H: -0.99108 1.19998 -1.74286
H: -0.21258 2.12795 -0.42297
N: 2.29901 -2.10663 -1.32591
C: 1.00705 -1.90021 -1.12682
C: 2.02574 -0.71327 0.42954
C: 2.94876 -1.37016 -0.35937
N: 0.79581 -1.06250 -0.07370
C: 4.43857 -1.35059 -0.26195
H: 0.19080 -2.32763 -1.70916
H: 2.13666 -0.04491 1.28339
H: -0.11314 -0.75098 0.27747
H: 4.76107 -0.70553 0.57261
H: 4.87787 -0.96280 -1.19643
H: 4.82388 -2.36942 -0.08834



ii) DFT (the ωB97M-V functional and the def2-TZVPD basis) results for a 2-piece molecular cluster, C8H12N4 overall.

Calculated values
* SMILES string: Cc1c[nH]cn1.Cc1c[nH]cn1

CARTESIAN COORDINATES (ANGSTROEM)
C: 4.42530 1.19019 -1.46690
C: 1.19815 1.28688 0.05911
C: 2.06966 0.06255 -1.54375
C: 3.01326 0.91668 -1.05929
N: 0.92210 0.28645 -0.82336
N: 2.41973 1.69559 -0.08681
H: 0.10998 -0.29245 -0.93580
H: 0.38668 1.58132 0.69573
H: 2.00409 -0.77126 -2.23248
H: 4.84772 2.02505 -0.90674
H: 4.46216 1.52865 -2.50623
H: 5.01872 0.29536 -1.26459
C: -0.90011 -1.05757 2.39704
C: -1.94012 -0.93088 1.33319
C: -2.87253 -0.32093 -0.48230
C: -3.12682 -1.60749 1.27475
N: -1.83075 -0.07016 0.26111
N: -3.70125 -1.23845 0.07300
H: -3.11479 0.10460 -1.44440
H: -0.72604 -0.15589 2.96455
H: 0.03250 -1.30459 1.89315
H: -4.49547 -1.52240 -0.44876
H: -3.27723 -2.56853 1.72025
H: -1.19984 -1.83864 3.09606



Which is the most stable structure? i) is the most stable.